No. 1
This record from the OMol25 dataset describes a structure of composition C6H8HgLiO5 at a distorted geometry. The level of theory is wB97M-V/def2-TZVPD.

CARTESIAN COORDINATES (ANGSTROEM)
Li (3.25210, 1.95855, 1.30688)
O (2.12463, 2.26972, -0.10644)
O (1.88977, 0.28827, -1.29854)
C (2.93988, -0.61580, -1.02188)
C (2.69604, -0.95339, 0.43913)
O (2.23630, 0.28423, 0.95140)
C (1.61218, 1.06452, -0.12800)
H (2.85860, -1.47753, -1.69432)
H (3.92275, -0.13454, -1.16284)
H (3.59814, -1.25818, 0.98275)
H (1.91624, -1.72350, 0.54954)
Hg (-2.75445, 1.55743, 0.68188)
O (-0.54149, 2.13717, -0.28016)
C (-4.74573, -0.41491, 0.26772)
C (-3.64067, -1.05386, -0.17845)
O (-0.52653, 0.09123, 0.53291)
C (0.07066, 1.08621, 0.03771)
H (-5.36472, 0.16069, -0.42783)
H (-5.10512, -0.57190, 1.28896)
H (-3.34078, -0.96172, -1.22664)
H (-3.09778, -1.73272, 0.48621)

Results
- relative energy (zero: lowest compared OMol25 entry of this formula, charge and spin) (eV) = 0.000
- E (eV) = -20967.3975
- HOMO-LUMO gap (spin up / spin down) (eV) = 7.39 / 6.32
- 2S+1 = 2
- net charge = 0
- <S²> = 0.759
- HOMO level (spin up / spin down) (eV) = -7.796 / -8.228

Here are the Mulliken charges for atoms 1 to 2, given in e: Li 0.875; O -1.074

---

No. 2
This record from the OMol25 dataset describes a structure of composition C6H8IN6O5SV at a distorted geometry. The level of theory is wB97M-V/def2-TZVPD.

CARTESIAN COORDINATES (ANGSTROEM)
V (-0.25691, -0.37236, 0.02360)
N (2.85883, -1.78247, -1.47152)
C (2.39625, -0.91694, -0.60558)
O (1.47967, -0.09820, -0.88736)
C (3.09013, -0.82089, 0.73539)
I (1.74544, 0.12531, 2.11202)
H (2.34310, -1.95438, -2.32448)
H (3.57609, -2.44638, -1.22814)
H (3.96031, -0.17255, 0.65632)
H (3.36473, -1.78590, 1.14844)
N (-0.65285, 1.31840, -0.00562)
C (-0.80557, 2.49647, -0.08740)
C (-0.96839, 3.81756, -0.19963)
C (-1.53401, 4.61042, 0.83955)
N (-1.97808, 5.26075, 1.67644)
C (-0.53648, 4.45504, -1.40261)
N (-0.18479, 4.97102, -2.36761)
O (0.25555, -3.22047, -1.81327)
S (-0.46608, -2.65927, -0.72934)
O (-1.62451, -3.27934, -0.16602)
O (0.45304, -2.18654, 0.37240)
O (-1.00017, -1.21864, -1.19357)
N (-3.02248, -0.14381, 0.80787)
N (-1.82777, -0.77354, 1.30014)
H (-3.80673, -0.36087, 1.41098)
H (-3.22410, -0.52031, -0.10931)
H (-1.88758, -1.79880, 1.22547)
H (-1.74665, -0.54332, 2.28282)

Results
- relative energy (zero: lowest compared OMol25 entry of this formula, charge and spin) (eV) = 0.989
- E (eV) = -70145.2747
- HOMO-LUMO gap (spin up / spin down) (eV) = 6.24 / 8.01
- 2S+1 = 2
- net charge = +1
- <S²> = 0.919
- HOMO level (spin up / spin down) (eV) = -12.670 / -12.967

Here are the Mulliken charges for atoms 1 to 2, given in e: V 0.802; N -0.243

---

No. 3
This record from the OMol25 dataset describes a structure of composition C6H8Li2O6 at a distorted geometry. The level of theory is wB97M-V/def2-TZVPD.

CARTESIAN COORDINATES (ANGSTROEM)
O (2.76837, 0.98492, -0.05767)
C (-1.28688, 0.44869, 1.13599)
C (1.79065, 0.68643, 0.82437)
O (-1.88952, -0.27376, 1.92454)
O (-0.42249, 1.28373, 1.66347)
C (0.74141, 1.79653, 0.98525)
H (2.15232, 0.37955, 1.83139)
H (-0.66850, 0.87872, -0.96109)
H (0.45715, 2.14801, -0.01380)
H (1.10551, 2.61106, 1.62235)
Li (2.72440, -0.12175, -1.51720)
Li (-3.52057, -0.88213, 2.35887)
O (-0.14562, -1.96167, -0.79362)
C (0.95221, -1.54834, -1.48827)
C (-1.36486, -1.25483, -0.94697)
O (2.02776, -2.08493, -1.14580)
O (0.85822, -0.57919, -2.27378)
C (-1.33043, 0.18290, -0.44600)
H (-2.11383, -1.85030, -0.41330)
H (-1.63958, -1.23871, -2.00990)
H (-2.28221, 0.61874, -0.79721)
H (1.08649, -0.22368, 0.51838)

Results
- relative energy (zero: lowest compared OMol25 entry of this formula, charge and spin) (eV) = 0.076
- E (eV) = -19047.7396
- HOMO-LUMO gap (eV) = 5.14
- net charge = 0
- HOMO level (eV) = -7.231

Here are the Mulliken charges for atoms 1 to 2, given in e: O -1.020; C 0.777

---

No. 4
This record from the OMol25 dataset describes a structure of composition C6H8LiO6V at a distorted geometry. The level of theory is wB97M-V/def2-TZVPD.

CARTESIAN COORDINATES (ANGSTROEM)
O (0.47463, -1.23232, -1.14989)
O (1.87870, -1.25966, 0.60857)
C (2.89175, -0.38774, 1.10898)
C (3.12708, 0.55117, -0.06477)
O (1.85562, 0.53024, -0.73816)
C (1.11153, -0.59272, -0.29058)
H (2.50848, 0.14987, 1.98774)
H (3.76824, -0.98457, 1.37637)
H (3.89010, 0.17724, -0.75766)
H (3.35760, 1.57779, 0.23823)
O (-0.43708, 1.58860, 0.41575)
O (-3.00152, -1.11381, -1.07880)
C (-3.16070, 0.14578, -0.56217)
C (-2.70442, 0.24655, 0.89649)
O (-1.37216, -0.32039, 1.03587)
C (-0.30145, 0.38149, 0.70348)
H (-2.59645, 0.91259, -1.14435)
H (-4.21690, 0.50249, -0.55918)
H (-3.32880, -0.37377, 1.55040)
H (-2.70327, 1.28297, 1.25721)
Li (-1.35013, -1.78642, -0.81409)
V (0.65477, 2.34667, -0.97660)

Results
- relative energy (zero: lowest compared OMol25 entry of this formula, charge and spin) (eV) = 0.000
- E (eV) = -44526.4796
- HOMO-LUMO gap (spin up / spin down) (eV) = 6.86 / 7.12
- 2S+1 = 5
- net charge = 0
- <S²> = 6.003
- HOMO level (spin up / spin down) (eV) = -7.215 / -7.398

Here are the Mulliken charges for atoms 1 to 2, given in e: O -0.957; O -0.369

---

No. 5
This record from the OMol25 dataset describes a structure of composition C6H8N at a distorted geometry. The level of theory is wB97M-V/def2-TZVPD.

CARTESIAN COORDINATES (ANGSTROEM)
C (-0.91974, -1.46007, -0.21412)
C (0.48744, -0.96621, -0.15594)
C (-0.59362, 0.93510, -0.46354)
C (0.41028, 0.43542, 0.35172)
C (0.23920, -0.04016, -1.37553)
C (1.35453, 1.19415, 1.19220)
N (-1.23774, -0.27583, -0.94299)
H (-0.94631, -2.38417, -0.69664)
H (-1.35002, -1.65276, 0.74508)
H (1.36034, -1.63810, -0.03862)
H (-1.42305, 2.01937, -0.89007)
H (1.70185, 0.47539, 2.00918)
H (0.73900, 2.11097, 1.62194)
H (2.28352, 1.41565, 0.50263)
H (-2.10567, -0.16874, -1.64529)

Results
- relative energy (zero: lowest compared OMol25 entry of this formula, charge and spin) (eV) = 7.981
- E (eV) = -7827.7073
- HOMO-LUMO gap (eV) = 9.80
- net charge = +1
- HOMO level (eV) = -13.969

Here are the Mulliken charges for atoms 1 to 2, given in e: C -0.609; C 0.124

---

No. 6
This record from the OMol25 dataset describes the ion C6H8N with charge +1 at a distorted geometry. The level of theory is wB97M-V/def2-TZVPD.

CARTESIAN COORDINATES (ANGSTROEM)
C (-3.41673, 0.06070, -0.05324)
C (-0.94599, -0.25015, -0.04995)
C (0.34947, -0.86633, 0.02894)
C (-2.12952, -0.86017, -0.00118)
C (1.88463, 1.24750, -0.07910)
C (1.61625, -0.26049, 0.09461)
N (-4.31891, 0.74116, -0.04574)
H (-1.00849, 0.88232, -0.08848)
H (0.16737, -1.97959, 0.16846)
H (-2.22670, -1.95530, 0.17928)
H (1.59784, 1.63288, 0.88050)
H (1.27442, 1.60247, -0.78691)
H (2.86018, 1.29277, -0.36948)
H (2.10832, -0.58752, -0.81131)
H (2.18788, -0.70022, 0.93361)

Results
- relative energy (zero: lowest compared OMol25 entry of this formula, charge and spin) (eV) = 5.061
- E (eV) = -7830.6271
- HOMO-LUMO gap (eV) = 8.58
- net charge = +1
- HOMO level (eV) = -16.252

Here are the Mulliken charges for atoms 1 to 2, given in e: C -0.034; C 0.027

---

No. 7
This record from the OMol25 dataset describes the ion C6H8N with charge +1 at a distorted geometry. The level of theory is wB97M-V/def2-TZVPD.

CARTESIAN COORDINATES (ANGSTROEM)
C (0.55774, 0.15801, -0.19919)
C (-0.77051, 0.47899, 0.08222)
C (-1.25898, 1.68922, -0.23264)
C (-1.65236, 2.80611, -0.50628)
C (-1.65378, -0.66783, 0.55059)
C (2.30405, -1.42004, -0.17044)
N (1.06561, -0.93631, 0.14344)
H (1.21567, 0.97690, -0.64932)
H (-2.10431, 3.80688, -0.54698)
H (-1.16019, -1.59204, 0.48384)
H (-2.71547, -0.52386, 0.12927)
H (-1.89243, -0.17935, 1.52533)
H (2.30959, -2.50103, -0.36801)
H (3.06932, -1.39000, 0.70966)
H (2.68605, -0.70564, -0.95150)

Results
- relative energy (zero: lowest compared OMol25 entry of this formula, charge and spin) (eV) = 5.838
- E (eV) = -7829.8504
- HOMO-LUMO gap (eV) = 7.29
- net charge = +1
- HOMO level (eV) = -14.555

Here are the Mulliken charges for atoms 1 to 2, given in e: C -0.148; C 0.702

---

Q: Among the records above, which one has the highest relative energy (zero: lowest compared OMol25 entry of this formula, charge and spin)?
A: number 5

---

Q: What is the relative energy (zero: lowest compared OMol25 entry of this formula, charge and spin) in the fifth record?
A: 7.981 eV

---

Q: What is the relative energy (zero: lowest compared OMol25 entry of this formula, charge and spin) in the first record?
A: 0.000 eV